C5H6BrFN2 | ωB97M-V with the def2-TZVPD basis set

```
15
Properties=species:S:1:pos:R:3:mulliken_charge:R:1
C -0.8131 1.1735 -0.5600 -0.20
C 0.2421 1.8758 0.0046 -0.77
C -0.8674 -0.2309 -0.4226 -0.68
C 1.1881 1.1912 0.7103 -0.04
C 0.1734 -0.8737 0.2709 1.34
N 1.1102 -0.1479 0.8586 -0.34
N 0.0277 -2.2284 0.5754 -0.69
F 1.5343 -0.8502 -1.5045 -0.79
Br 2.5237 -1.2235 2.0543 0.06
H -1.5146 1.7095 -1.0875 0.46
H 0.2992 2.8706 -0.2400 0.45
H -1.7801 -0.8350 -0.6255 0.30
H 1.9654 1.5722 1.3480 0.36
H -0.2579 -2.5535 -0.2854 0.28
H 0.8398 -2.7753 0.7672 0.26
```

The multiplicity is 1. As for the total charge: 0. The energy above the lowest of the compared OMol25 structures with the same formula, charge and spin is 41.8 kcal/mol. The HOMO-LUMO gap (spin up / spin down) comes out at 5.50 / 5.50 eV. Its LUMO energy (spin up / spin down) is -2.6846 / -2.6847 eV.


C8H15N2 | ωB97M-V with the def2-TZVPD basis set

```
25
Properties=species:S:1:pos:R:3:mulliken_charge:R:1
C 1.3702 -2.6944 -0.8634 -0.53
C 1.4948 -1.3500 -0.7050 -0.44
C -0.2212 -2.0495 0.4273 -0.09
C -0.8801 2.5872 0.0628 -1.79
C -0.0975 1.0894 -1.7537 -1.40
C -0.3783 0.2865 2.0350 -2.25
C -0.7899 1.1119 -0.3433 0.35
C 0.0970 0.3303 0.6165 0.14
N 0.3314 -3.1008 -0.1362 -0.03
N 0.4561 -0.9750 0.1258 0.27
H 2.0010 -3.2605 -1.4678 0.45
H 2.1828 -0.7207 -1.0626 0.59
H -1.0535 -2.2613 1.0501 0.47
H -0.0154 3.1346 0.0540 0.43
H -1.2386 2.5465 1.1402 0.35
H -1.5532 3.0315 -0.5061 0.58
H 0.8765 1.5854 -1.5419 0.32
H -0.7822 1.6838 -2.5080 0.37
H -0.1312 0.1063 -2.0330 0.47
H -0.0951 -0.5040 2.6344 0.56
H -1.4087 0.1748 2.2046 0.53
H -0.0903 1.1402 2.4434 0.61
H -1.7524 0.7556 -0.4873 0.52
H 1.5928 1.4406 0.7155 0.28
H 0.0850 -4.0884 -0.1015 0.25
```

The multiplicity is 1. As for the total charge: +1. The energy above the lowest of the compared OMol25 structures with the same formula, charge and spin is 92.5 kcal/mol. The HOMO-LUMO gap comes out at 10.11 eV. Its LUMO energy is -3.8130 eV.


C21H40BeBr3Cl8F6I2N2O9P2Si | ωB97M-V with the def2-TZVPD basis set

```
95
Properties=species:S:1:pos:R:3:mulliken_charge:R:1
C 4.1878 -1.9067 -1.8264 0.15
C 3.2290 -1.5002 -2.3998 -0.61
C 2.0410 -0.8885 -2.9413 -0.53
Si 1.5214 0.2979 -1.5752 -0.05
C -0.3132 0.4217 -1.3689 0.15
I -1.4467 1.5106 -2.7753 0.15
C -0.9190 -0.2590 -0.3987 0.14
C -0.1957 -1.1211 0.5772 -0.89
I -2.9953 -0.2694 -0.1815 0.54
P 2.7146 2.1918 -1.9945 0.15
O 3.3013 2.6626 -0.5415 -0.28
Br 1.2470 3.9077 -2.4856 0.02
H 4.9637 -2.0723 -1.1226 0.39
H 2.2540 -0.3825 -3.8752 0.45
H 1.2195 -1.5800 -3.0831 0.46
H 2.1489 -0.2019 -0.3391 -0.08
H 0.4799 -0.5588 1.2068 0.35
H 0.3933 -1.8830 0.0871 0.27
H -0.8628 -1.6365 1.2319 -0.06
H 3.4498 1.8587 -0.0203 0.29
Be 0.7161 3.4428 -4.6716 0.48
Cl -6.5761 -3.3718 3.8577 -0.21
C -5.6895 -1.9717 3.2355 0.23
C -4.3882 -2.4092 2.6353 -0.01
Cl -3.1738 -2.9243 3.8451 -0.24
H -5.5564 -1.2431 4.0306 0.37
H -6.3158 -1.5315 2.4642 -0.34
H -3.9340 -1.5729 2.1064 -0.30
H -4.5382 -3.2224 1.9398 0.37
C 0.9276 -4.9521 1.7885 -0.12
Cl -0.3146 -3.8224 2.3374 -0.07
Cl 0.2142 -6.4706 1.2799 -0.11
Cl 1.8608 -4.2262 0.4584 -0.02
H 1.5996 -5.1468 2.6120 0.34
C -9.0661 2.5837 -0.6033 -1.31
C -7.8365 2.3398 0.2569 0.66
C -7.1677 0.9925 0.0738 -0.19
O -6.5636 0.7851 1.3653 -0.08
C -7.3024 1.4630 2.2847 0.31
O -7.1856 1.3431 3.4589 -0.52
O -8.1708 2.2889 1.6666 -0.37
H -9.2745 1.7344 -1.2535 0.35
H -9.9379 2.7616 0.0213 0.33
H -8.9271 3.4534 -1.2428 0.32
H -7.1111 3.1480 0.1359 0.29
H -6.4126 0.9796 -0.7079 0.33
H -7.8821 0.1890 -0.1031 -0.18
N 5.6027 -3.4187 1.0030 1.06
O 5.0166 -3.1381 2.0483 -0.51
O 6.2885 -2.5515 0.4227 -0.60
O 5.5052 -4.5378 0.5132 -0.46
Br -11.8089 -1.8105 -0.3676 -0.17
C -10.1408 -2.7093 0.0954 -0.25
C -9.9723 -2.7164 1.5922 -0.44
Br -9.3926 -0.9516 2.1352 -0.09
H -9.3478 -2.1893 -0.4182 -0.08
H -10.2269 -3.7153 -0.3073 0.47
H -9.1774 -3.3845 1.9191 0.26
H -10.8914 -2.9618 2.1127 0.43
F -7.2373 -1.7048 -2.6219 -0.35
P -6.4105 -3.0232 -2.0226 0.90
F -5.1701 -2.7413 -0.9407 -0.31
F -6.4037 -4.5412 -1.3697 -0.35
F -5.2296 -2.5723 -3.0959 -0.35
F -7.0650 -3.8195 -3.3120 -0.34
F -7.3845 -2.6687 -0.6920 -0.18
O 3.7892 4.8690 1.4391 -0.60
H 4.7038 4.6020 1.5541 0.28
H 3.4402 4.2574 0.7812 0.37
C 10.2892 3.9476 1.0853 -0.88
N 9.2914 4.8772 0.4565 -0.13
C 9.9673 6.1916 0.2430 -0.89
C 8.1388 5.0765 1.3810 -0.93
C 8.8171 4.3896 -0.8946 -0.55
C 8.0624 3.0826 -0.9169 -0.37
O 8.8981 2.0435 -0.4414 -0.50
H 10.7760 4.4905 1.8924 0.39
H 9.7790 3.0840 1.4858 0.40
H 11.0192 3.6590 0.3379 0.36
H 10.2994 6.5698 1.2044 0.40
H 9.2604 6.8834 -0.2065 0.40
H 10.8182 6.0414 -0.4149 0.40
H 7.6770 4.1154 1.5808 0.38
H 7.4290 5.7560 0.9153 0.39
H 8.5113 5.5001 2.3089 0.42
H 9.7081 4.3119 -1.5152 0.41
H 8.1803 5.1810 -1.2862 0.36
H 7.7806 2.8785 -1.9540 0.40
H 7.1411 3.1365 -0.3267 0.23
H 8.3900 1.2284 -0.3751 0.30
C 2.6378 -6.7639 -2.8824 0.19
Cl 1.1578 -6.2764 -3.7130 -0.13
Cl 2.2808 -7.3662 -1.2700 -0.08
Cl 3.5282 -7.9535 -3.8308 -0.13
H 3.2623 -5.8881 -2.7777 0.15
```

The multiplicity is 1. As for the total charge: +1. The HOMO-LUMO gap comes out at 1.09 eV. Its LUMO energy is -8.9522 eV.


C31H40N5O2SZr | ωB97M-V with the def2-TZVPD basis set

```
80
Properties=species:S:1:pos:R:3:mulliken_charge:R:1
Zr 0.2886 0.4008 0.0252 -0.67
C -2.2060 -2.8933 -0.1923 -0.52
C -3.3318 -1.8623 -0.2524 -0.81
C -2.8876 -0.4155 -0.4703 -0.68
N -1.9242 0.0432 0.5242 0.88
C -2.3360 0.3104 1.7518 0.90
C -3.7066 0.3988 2.1036 -0.59
C -4.3613 0.4064 3.3178 -0.55
C -3.8636 0.2968 4.6069 -0.59
C -2.5156 0.2686 4.9184 -0.75
C -1.4043 0.4350 4.1115 -0.82
C -1.2527 0.6412 2.7194 1.42
N -0.1118 1.0087 2.1619 -0.02
C 1.0004 1.4074 3.0051 -1.38
C 1.9544 0.2548 3.3163 -0.30
C 2.7482 -0.1949 2.0947 -1.59
N 1.9418 -0.8068 1.0448 0.27
C 2.1048 -2.0820 0.7502 0.99
C 2.7609 -2.9987 1.6158 -1.02
C 3.2783 -4.2579 1.4081 -0.52
C 3.3183 -5.0318 0.2534 -0.57
C 2.6670 -4.7083 -0.9194 -0.51
C 1.8149 -3.6552 -1.2141 -0.49
C 1.3990 -2.5280 -0.4801 0.35
N 0.4479 -1.6951 -0.8810 1.49
C -0.4527 -2.1005 -1.9508 -1.09
C -1.4568 -3.1681 -1.4983 -0.91
H -2.6444 -3.8377 0.1407 0.43
H -1.4908 -2.6105 0.5861 0.02
H -3.9113 -1.9251 0.6723 0.42
H -4.0222 -2.1216 -1.0638 0.48
H -3.7659 0.2404 -0.5209 0.60
H -2.4162 -0.3246 -1.4455 -0.59
H -4.3690 0.4219 1.2489 0.35
H -5.4428 0.4648 3.2377 0.33
H -4.5749 0.2240 5.4182 0.33
H -2.2780 0.1285 5.9687 0.32
H -0.4671 0.4087 4.6521 0.19
H 0.6429 1.8787 3.9270 0.61
H 1.5628 2.1730 2.4576 0.38
H 1.4091 -0.5906 3.7493 0.25
H 2.6710 0.5959 4.0705 0.46
H 3.5626 -0.8556 2.4005 0.76
H 3.2178 0.6895 1.6513 0.26
H 2.8786 -2.6290 2.6262 0.33
H 3.7506 -4.6945 2.2829 0.35
H 3.8705 -5.9607 0.2872 0.34
H 2.7983 -5.4097 -1.7380 0.33
H 1.3720 -3.7130 -2.2003 0.31
H 0.0912 -2.4710 -2.8287 0.36
H -0.9564 -1.2046 -2.3105 -0.17
H -0.9232 -4.1157 -1.3875 0.42
H -2.1756 -3.3202 -2.3119 0.49
O -0.3265 2.3884 -0.4996 -0.06
N 0.3780 3.5137 -0.5683 0.31
C -0.3144 4.6777 -0.5232 -0.32
C 0.3316 5.8743 -0.6263 -0.83
C 1.7300 5.8587 -0.7813 -0.19
C 2.4093 4.6680 -0.8091 -1.01
C 1.7345 3.4334 -0.6823 0.66
S 2.4580 1.9071 -0.6373 -0.62
H -1.3785 4.5439 -0.4061 0.51
H -0.2338 6.7918 -0.5864 0.43
H 2.2734 6.7894 -0.8706 0.38
H 3.4832 4.6311 -0.9145 0.44
C 2.3100 -0.3686 -3.4824 -0.86
C 1.5457 0.8824 -3.8410 -0.47
O 0.2589 0.8669 -3.2339 -0.02
C -0.5291 1.9455 -3.7018 -0.44
C -1.9496 1.8079 -3.2116 -1.05
H 3.3065 -0.3283 -3.9239 0.48
H 1.8079 -1.2592 -3.8605 0.25
H 2.4212 -0.4682 -2.4038 -0.13
H 1.4189 0.9545 -4.9300 0.43
H 2.0925 1.7740 -3.5074 0.31
H -0.5041 1.9522 -4.8013 0.50
H -0.0899 2.8952 -3.3635 0.23
H -2.4230 0.9172 -3.6270 0.33
H -2.5343 2.6749 -3.5236 0.48
H -1.9798 1.7607 -2.1239 0.01
```

The multiplicity is 2. As for the total charge: 0. The energy above the lowest of the compared OMol25 structures with the same formula, charge and spin is 3.8 kcal/mol. The HOMO-LUMO gap (spin up / spin down) comes out at 5.48 / 7.25 eV. Its LUMO energy (spin up / spin down) is 0.4974 / 0.4444 eV.


- Which of these has the highest multiplicity?
  C31H40N5O2SZr


- multiplicity of number 4 (C31H40N5O2SZr)?
  2


- Look up the multiplicity of the second one.
  1